C4H12 | wB97M-V/def2-TZVPD

```
! wB97M-V def2-TZVPD RIJCOSX def2/J DEFGRID3
* xyz -1 2
H -0.630 -3.342 -0.306
H 1.506 0.908 -0.059
C -0.852 -1.504 -1.705
H -1.260 -1.948 0.360
C 0.669 1.536 0.269
C 0.808 2.102 1.730
H -1.547 -2.013 -2.379
H 0.055 2.905 1.878
H 1.734 2.535 2.037
H 0.635 1.192 2.310
H 0.691 2.475 -0.339
C -0.574 -2.234 -0.431
H 0.179 -1.311 -2.095
H -1.337 -0.567 -1.479
H -0.410 1.135 0.113
H 0.334 -1.869 0.097
*
```

Calculated values
Maximum force (eV/Å): 2.94
Frontier orbital gap (spin up / spin down) (eV): 2.79 / 11.88
Energy above the lowest of the compared OMol25 structures with the same formula, charge and spin (kcal/mol): 19.8

Quick look at the natural (NBO) charges, all values in e: 0.191 0.193 -0.734 0.192 -0.917 -0.805 0.193 0.182 0.188 0.190 0.173 -0.834 0.199 0.205 0.183 0.200

C4H12 | wB97M-V/def2-TZVPD

```
! wB97M-V def2-TZVPD RIJCOSX def2/J DEFGRID3
* xyz -1 2
H -2.314 -0.011 -1.352
C -2.049 1.955 -0.525
H -2.801 2.441 -1.216
H 0.829 -0.985 1.014
H -3.390 0.437 -0.269
H 1.909 0.295 0.051
C 1.701 -0.755 0.237
C -2.303 0.484 -0.459
C 2.813 -1.703 0.762
H -0.985 2.108 -0.708
H 3.225 -2.048 -0.264
H -1.612 -0.089 0.261
H 2.250 -2.527 1.292
H 3.553 -1.148 1.386
H -2.039 2.617 0.399
H 1.211 -1.070 -0.608
*
```

Calculated values
Maximum force (eV/Å): 4.42
Frontier orbital gap (spin up / spin down) (eV): 2.76 / 11.16
Energy above the lowest of the compared OMol25 structures with the same formula, charge and spin (kcal/mol): 35.7

Quick look at the natural (NBO) charges, all values in e: 0.197 -0.717 0.185 0.150 0.175 0.192 -1.044 -0.774 -0.737 0.206 0.190 0.210 0.193 0.196 0.193 0.184

Question: Look up the energy above the lowest of the compared OMol25 structures with the same formula, charge and spin of the first one.
Answer: 19.8 kcal/mol